(1)
The following is a DFT calculation (ωB97M-V/def2-TZVPD) of a molecular structure, C29H57LaN14S at a distorted geometry.

The geometry in XYZ format:
```
102
Properties=species:S:1:pos:R:3:forces:R:3
La -0.33295 -0.19981 -0.24649 -0.82 0.15 -0.53
C 2.74770 1.64142 0.20838 0.35 -0.80 -0.50
N 2.51373 1.73553 1.63250 -0.41 -0.11 -0.21
C 2.35877 3.12861 2.04132 0.67 -0.27 0.77
C 1.96729 0.70779 2.35840 -0.08 0.00 0.55
N 1.24968 -0.24914 1.80627 0.31 0.29 0.22
C 1.19715 -1.53221 2.51725 0.19 -0.36 -0.87
C 1.34098 -2.64127 1.47980 -0.24 1.50 0.07
N 0.14247 -2.74136 0.62995 -0.16 -1.05 0.21
C -0.96962 -3.39150 1.37029 -0.59 1.09 0.92
C -2.30794 -3.05974 0.69620 0.47 -0.09 0.01
N -2.36120 -1.60291 0.52848 -0.49 -0.23 0.54
C -3.56053 -1.04591 0.56654 0.54 0.17 -0.71
N -3.61777 0.22134 1.10860 -0.01 1.03 0.49
C -3.49553 0.26607 2.54804 1.24 -0.75 0.27
C -4.44758 1.26700 0.53191 0.33 0.19 -0.12
N -4.69196 -1.54644 0.06396 0.76 -0.44 -0.07
C -5.96608 -1.25208 0.65777 -1.28 -0.57 0.57
C -4.71909 -2.57477 -0.97289 -1.42 -0.74 0.70
C 0.48110 -3.57077 -0.54844 -0.03 -0.98 -0.48
C 0.61177 -2.75629 -1.81752 -0.67 -0.50 -1.44
N 1.38644 -1.51801 -1.78692 -0.33 0.44 0.61
C 2.42179 -1.41639 -2.60045 0.58 -0.56 -0.76
N 2.63509 -0.25619 -3.28589 1.00 -0.39 0.02
C 1.53568 0.62986 -3.60904 0.10 -0.59 0.82
C 3.95606 0.25013 -3.68857 0.89 0.37 0.85
N 3.27176 -2.47786 -2.86543 -0.18 0.60 0.93
C 3.59010 -3.46668 -1.84442 0.03 -1.16 -0.81
C 3.92742 -2.67536 -4.14066 0.00 0.66 -0.34
N 2.21399 0.71860 3.70278 0.10 0.10 0.30
C 1.14347 0.35710 4.66184 0.72 0.26 -0.86
C 3.39557 1.35587 4.31434 -0.54 0.97 -0.86
H 3.70719 2.08598 -0.04102 0.37 0.00 0.17
H 2.04999 2.26294 -0.36086 -0.40 -0.37 -0.06
H 2.79496 0.58455 -0.15140 -0.29 0.77 0.31
H 1.74564 3.67048 1.34590 -0.37 0.09 -0.34
H 3.31965 3.62770 2.05748 0.35 0.09 0.06
H 1.92693 3.20960 3.03202 -0.12 -0.08 0.03
H 0.29696 -1.64444 3.09770 -0.49 -0.08 0.18
H 2.00715 -1.69241 3.20781 0.53 0.36 0.38
H 1.61512 -3.55703 1.98358 0.04 -0.62 -0.14
H 2.13444 -2.26117 0.82614 0.15 -0.57 0.11
H -1.02530 -2.95372 2.38581 0.18 -0.17 -0.45
H -0.79778 -4.45889 1.51489 -0.02 -0.14 -0.25
H -3.17749 -3.42518 1.27794 0.57 0.05 -0.16
H -2.30269 -3.57558 -0.25258 -0.28 -0.23 -0.53
H -2.73368 -0.47934 2.78629 -0.10 -0.09 0.36
H -4.40388 0.00001 3.06642 -0.52 0.02 0.19
H -3.11554 1.19769 2.94562 -0.23 0.45 -0.27
H -4.54686 1.01382 -0.50275 -0.02 0.22 -0.83
H -3.91235 2.23869 0.62788 -0.48 -0.61 -0.01
H -5.45953 1.32805 0.93128 0.05 0.15 0.38
H -5.90531 -0.78043 1.64463 0.29 -0.03 -0.37
H -6.48202 -2.22725 0.84359 0.18 0.79 -0.31
H -6.57064 -0.61900 0.00096 -0.08 -0.20 0.08
H -3.88155 -2.50782 -1.62962 0.54 0.18 -0.39
H -5.66778 -2.44424 -1.53391 0.69 0.02 0.14
H -4.77630 -3.58692 -0.51130 0.13 0.54 -0.35
H -0.29413 -4.39015 -0.72494 0.97 1.12 0.25
H 1.44327 -4.06593 -0.38429 -0.25 -0.17 0.29
H -0.42933 -2.51128 -2.15203 0.47 0.15 0.18
H 0.98344 -3.40286 -2.64579 -0.24 0.17 0.58
H 0.64524 0.03116 -3.54359 -0.55 0.07 -0.09
H 1.65764 1.00426 -4.59920 0.06 0.28 -0.81
H 1.47373 1.47218 -2.92768 -0.01 0.19 0.17
H 4.79723 -0.13669 -3.05336 -0.98 0.04 -0.48
H 3.94691 1.34389 -3.49822 -0.01 -0.55 -0.25
H 4.24190 0.08657 -4.74179 -0.45 -0.04 0.34
H 2.94249 -4.37569 -1.99496 0.69 0.68 0.38
H 3.47195 -3.06732 -0.85195 -0.19 0.15 0.32
H 4.65090 -3.78976 -1.95744 -0.73 0.29 0.02
H 3.30805 -2.14808 -4.84814 -0.02 -0.02 -0.65
H 3.97793 -3.73266 -4.42567 -0.09 0.22 0.29
H 4.92719 -2.22161 -4.18276 -0.09 -0.35 0.08
H 0.23782 0.16904 4.09584 -0.20 0.37 0.26
H 1.07951 1.16956 5.37092 -0.48 0.32 0.13
H 1.34359 -0.53393 5.22954 0.40 -0.53 0.16
H 4.25919 1.37193 3.64823 -0.17 -0.42 -0.07
H 3.63009 0.83226 5.22125 0.17 -0.20 0.40
H 3.20294 2.42417 4.52220 -0.01 -0.45 0.32
C 0.30133 4.25008 -2.01882 -0.77 1.31 1.00
C -0.22087 3.15938 -1.17169 -0.11 -0.54 0.29
N -0.76792 2.09355 -1.63914 -0.57 -0.47 -0.33
N -1.03289 2.09751 -2.97650 0.77 0.42 0.20
C -1.75654 1.09122 -3.41088 -0.27 0.55 0.06
N -2.10086 1.17649 -4.71153 0.60 0.36 0.29
S -2.37386 -0.22213 -2.46437 0.26 -0.27 0.02
C -0.42176 3.32310 0.30484 0.47 1.33 -1.47
C -0.57004 4.61648 0.82220 0.16 0.71 0.01
C -0.99617 4.74550 2.12569 0.04 -0.47 0.84
C -1.14677 3.60387 2.91223 -0.26 -0.48 -0.90
C -0.89817 2.37060 2.30765 0.11 0.47 1.09
N -0.55799 2.23377 1.03839 -0.06 -0.75 -0.15
H 0.70637 3.97646 -2.95354 0.29 -0.80 -0.93
H 1.05134 4.81758 -1.47937 0.11 0.22 0.16
H -0.53613 4.92746 -2.24133 0.20 0.07 -0.05
H -1.88752 2.00686 -5.26222 -0.09 -0.42 0.44
H -2.76047 0.51838 -5.03050 -0.63 -0.57 -0.59
H -0.35149 5.56487 0.29174 -0.27 -1.08 -0.12
H -1.18099 5.70747 2.57865 0.02 0.19 -0.14
H -1.53334 3.64042 3.91393 0.14 0.08 0.30
H -0.91999 1.46129 2.89798 -0.14 0.03 -0.07
```
Forces are in eV/Å.

Its HOMO energy is -12.5 eV. The value obtained for the LUMO energy is -4.9 eV. The calculation puts the frontier orbital gap at 0.278 hartree. The calculation puts the electronic energy at -63544.5289 eV. For the energy above the lowest of the compared OMol25 structures with the same formula, charge and spin, the calculation gives 21.8 kcal/mol. As for the total charge: +2.

Löwdin atomic charge list, values in e, 99 entries: atom 1 (La): 1.88, atom 2 (C): -0.05, atom 3 (N): -0.12, atom 4 (C): -0.03, atom 5 (C): -0.40, atom 6 (N): -0.07, atom 7 (C): -0.22, atom 8 (C): -0.18, atom 9 (N): -0.25, atom 10 (C): -0.16, atom 11 (C): -0.20, atom 12 (N): -0.09, atom 13 (C): -0.48, atom 14 (N): -0.17, atom 15 (C): -0.05, atom 16 (C): -0.05, atom 17 (N): -0.12, atom 18 (C): -0.04, atom 19 (C): -0.03, atom 20 (C): -0.19, atom 21 (C): -0.26, atom 22 (N): -0.07, atom 23 (C): -0.38, atom 24 (N): -0.13, atom 25 (C): -0.04, atom 26 (C): -0.05, atom 27 (N): -0.14, atom 28 (C): -0.04, atom 29 (C): -0.05, atom 30 (N): -0.12, atom 31 (C): -0.02, atom 32 (C): -0.02, atom 33 (H): 0.10, atom 34 (H): 0.06, atom 35 (H): 0.09, atom 36 (H): 0.06, atom 37 (H): 0.10, atom 38 (H): 0.09, atom 39 (H): 0.09, atom 40 (H): 0.12, atom 41 (H): 0.14, atom 42 (H): 0.11, atom 43 (H): 0.12, atom 44 (H): 0.13, atom 45 (H): 0.14, atom 46 (H): 0.09, atom 47 (H): 0.09, atom 48 (H): 0.09, atom 49 (H): 0.07, atom 50 (H): 0.07, atom 51 (H): 0.11, atom 52 (H): 0.09, atom 53 (H): 0.09, atom 54 (H): 0.12, atom 55 (H): 0.11, atom 56 (H): 0.04, atom 57 (H): 0.11, atom 58 (H): 0.11, atom 59 (H): 0.15, atom 60 (H): 0.10, atom 61 (H): 0.08, atom 62 (H): 0.14, atom 63 (H): 0.06, atom 64 (H): 0.10, atom 65 (H): 0.07, atom 66 (H): 0.11, atom 67 (H): 0.10, atom 68 (H): 0.10, atom 69 (H): 0.11, atom 70 (H): 0.07, atom 71 (H): 0.11, atom 72 (H): 0.09, atom 73 (H): 0.11, atom 74 (H): 0.09, atom 75 (H): 0.06, atom 76 (H): 0.10, atom 77 (H): 0.09, atom 78 (H): 0.10, atom 79 (H): 0.09, atom 80 (H): 0.09, atom 81 (C): -0.03, atom 82 (C): -0.32, atom 83 (N): -0.10, atom 84 (N): -0.03, atom 85 (C): -0.90, atom 86 (N): 0.10, atom 87 (S): 0.54, atom 88 (C): -0.27, atom 89 (C): 0.00, atom 90 (C): -0.03, atom 91 (C): -0.02, atom 92 (C): -0.16, atom 93 (N): 0.02, atom 94 (H): 0.06, atom 95 (H): 0.08, atom 96 (H): 0.11, atom 97 (H): 0.12, atom 98 (H): 0.07, atom 99 (H): 0.14

---

(2)
The following is a DFT calculation (ωB97M-V/def2-TZVPD) of a molecular structure, C29H57Li5O14P at a distorted geometry.

The geometry in XYZ format:
```
106
Properties=species:S:1:pos:R:3:forces:R:3
Li 0.09007 -14.44306 20.51681 0.96 0.22 -0.55
Li 5.62649 -10.95229 15.67117 -0.50 -0.78 1.12
Li 4.53081 -16.52140 18.08594 -0.66 1.13 0.15
Li 0.53186 -13.70075 15.58927 0.58 -0.12 0.93
Li 1.84250 -8.81831 18.21793 0.46 -1.29 0.50
P 3.33603 -12.64084 18.53798 -0.11 -1.38 -0.72
O 3.72435 -13.30646 17.18148 0.98 -0.68 -1.56
O 4.09900 -11.29291 18.61382 0.79 0.57 0.41
O 3.37910 -13.77015 19.62544 0.88 0.52 0.06
O 1.86157 -12.27921 18.42506 -3.71 1.15 -0.32
O -1.18878 -19.46675 16.19223 -0.96 -0.66 0.11
C -0.36345 -18.54388 16.69781 2.04 3.51 -0.15
O 0.86013 -18.74338 16.58051 1.35 -1.74 -0.10
O -0.76459 -17.42961 17.09371 -2.01 0.16 0.53
H -0.52593 -20.10196 15.91164 -0.09 -0.62 -0.28
C 4.75455 -14.70340 27.05827 -0.06 0.28 -1.66
C 5.42172 -13.97931 28.21602 0.12 -0.61 -0.28
C 4.59516 -12.73186 28.33516 -1.22 0.63 1.00
O 3.40017 -12.85218 27.51426 0.99 -0.13 0.30
C 3.84769 -13.62803 26.41327 -0.33 -0.70 0.11
H 4.10074 -15.53453 27.32260 0.12 0.10 0.45
H 5.41894 -15.09186 26.28639 0.34 -0.06 0.19
H 6.43984 -13.66229 27.99011 0.11 -0.49 0.05
H 5.38834 -14.57635 29.12735 0.22 0.06 -0.06
H 5.21763 -11.87396 28.08095 -0.36 0.32 -0.33
H 4.25544 -12.62122 29.36494 -0.15 0.36 -0.08
H 4.24623 -12.95682 25.65252 0.79 -0.10 0.01
H 3.05277 -14.17133 25.90237 -0.58 0.35 0.27
C 9.54603 -8.85547 23.52827 -0.70 -1.42 -0.59
C 10.80946 -8.34875 22.89330 0.67 -0.06 -0.44
C 11.77149 -9.55213 23.00469 -0.17 -0.13 1.02
O 10.96266 -10.71714 23.28062 -0.02 0.40 -0.56
C 9.59426 -10.36919 23.12536 -0.09 0.72 1.13
H 8.65839 -8.35338 23.14342 -0.06 -0.01 0.14
H 9.58782 -8.76289 24.61352 -0.05 -0.02 -0.01
H 11.12239 -7.44736 23.42024 0.48 -0.09 -0.19
H 10.69361 -8.11489 21.83500 -0.31 0.17 0.02
H 12.40131 -9.41845 23.88421 0.28 -0.07 -0.06
H 12.40542 -9.76797 22.14466 -0.12 0.31 -0.15
H 9.04425 -11.02229 23.80290 -0.14 0.10 0.02
H 9.20019 -10.53907 22.12339 0.21 0.08 -0.33
C -5.55469 -11.83564 13.64514 0.05 -0.89 -0.21
C -5.03313 -10.43812 13.71322 -0.34 2.23 -0.90
C -3.54284 -10.55590 13.96280 0.87 0.31 -0.05
O -3.30045 -11.91491 14.24856 0.62 -0.07 0.49
C -4.23603 -12.64743 13.49181 -1.29 -0.46 1.57
H -6.26305 -12.09036 12.85682 0.11 0.40 -0.19
H -6.10515 -11.95751 14.57801 0.37 -0.93 0.12
H -5.54484 -9.82600 14.45588 0.15 -0.26 0.37
H -5.21357 -9.85087 12.81284 0.11 -0.21 -0.35
H -3.16163 -9.90778 14.75192 -0.18 -0.28 0.43
H -2.89544 -10.31552 13.11948 -0.37 0.31 -0.61
H -4.31550 -13.59540 14.02392 0.03 -0.28 -0.50
H -3.92929 -12.78269 12.45465 -0.03 0.10 -0.14
C 11.19637 -12.23971 13.18081 1.00 -0.36 -0.74
C 11.90884 -11.42261 14.30166 0.56 -0.35 -1.12
C 10.78915 -10.69928 15.00871 0.19 -0.69 -0.70
O 9.59325 -11.12830 14.35749 -1.71 0.41 0.08
C 9.74847 -12.33403 13.60401 1.01 -0.02 0.88
H 11.70461 -13.17896 12.96259 -0.21 -0.33 0.51
H 11.27669 -11.76917 12.20089 -0.14 0.62 0.16
H 12.56541 -10.68318 13.84312 0.14 -0.16 -0.03
H 12.53767 -12.01933 14.96240 -0.24 -0.20 -0.05
H 10.94741 -9.64153 14.79842 -0.60 0.12 0.62
H 10.78453 -10.97809 16.06243 -0.27 0.43 0.12
H 9.01301 -12.43587 12.80599 0.09 0.66 -0.12
H 9.58250 -13.21102 14.22966 0.05 -0.11 0.41
C 7.03617 -3.15728 18.81092 -0.95 0.68 0.45
C 7.93744 -1.92756 18.64797 1.00 0.05 -0.10
C 9.24165 -2.55458 18.11550 -0.14 -0.40 -0.03
O 8.97906 -3.95757 17.94354 0.36 -0.42 -0.20
C 7.58195 -4.11714 17.80555 -0.14 0.26 -0.39
H 5.97781 -2.95238 18.64964 -0.05 0.15 -0.02
H 7.11874 -3.60443 19.80154 0.17 0.17 0.11
H 8.17836 -1.36170 19.54788 -0.46 -0.17 0.16
H 7.66019 -1.20209 17.88317 -0.77 -0.14 0.17
H 10.08916 -2.43563 18.79055 -0.03 -0.20 -0.03
H 9.49560 -2.10157 17.15718 0.16 -0.11 -0.14
H 7.20904 -5.13457 17.92328 0.69 -0.25 0.46
H 7.23609 -3.85615 16.80535 0.15 0.37 -0.43
C 1.30994 -5.27682 23.43863 0.08 1.04 0.30
C -0.19485 -5.08562 23.20126 0.64 1.11 0.40
C -0.35633 -5.59916 21.77837 0.14 -1.14 1.81
O 0.63741 -6.65069 21.72331 -0.97 -0.01 -2.71
C 1.55601 -6.60298 22.76568 -0.09 0.09 1.00
H 1.58654 -5.23361 24.49207 -0.10 -0.27 0.02
H 1.82480 -4.42732 22.98988 0.33 -0.21 -0.37
H -0.45999 -4.02838 23.20893 -0.07 0.02 0.35
H -0.68573 -5.57513 24.04240 -0.64 -0.34 -0.61
H -0.18929 -4.78717 21.07065 0.18 -0.21 -0.24
H -1.33814 -6.05639 21.65555 0.05 0.04 -0.42
H 2.56693 -6.77697 22.39706 0.00 0.07 0.02
H 1.25438 -7.40077 23.44441 0.47 -0.22 0.33
C 0.07203 -20.10506 24.01954 0.47 -0.81 1.59
C -1.38552 -20.21196 23.62096 -0.21 0.13 0.22
C -1.73555 -18.77135 23.15889 0.86 -1.49 -0.04
O -0.45998 -18.21646 22.89961 0.82 2.21 -0.55
C 0.59227 -19.14341 22.99634 -0.36 -1.37 0.09
H 0.53574 -21.09115 24.04613 0.16 -0.06 -0.56
H 0.23848 -19.78918 25.04939 -0.29 0.63 0.06
H -2.01956 -20.56359 24.43487 -0.06 -0.11 -0.21
H -1.35422 -20.93050 22.80192 -0.73 0.09 -0.15
H -2.22018 -18.19817 23.94928 -0.12 0.06 -0.13
H -2.28370 -18.76049 22.21681 -0.39 0.03 0.20
H 1.57092 -18.71532 23.21334 -0.34 0.48 0.06
H 0.67230 -19.75394 22.09692 0.20 0.32 -0.64
```
Forces are in eV/Å.

Its HOMO energy is -8.0 eV. The value obtained for the LUMO energy is -3.9 eV. The calculation puts the frontier orbital gap at 0.150 hartree. The calculation puts the electronic energy at -69964.3154 eV. For the energy above the lowest of the compared OMol25 structures with the same formula, charge and spin, the calculation gives 506.1 kcal/mol. As for the total charge: +1.

Löwdin atomic charge list, values in e, 99 entries: atom 1 (Li): 0.90, atom 2 (Li): 0.86, atom 3 (Li): 0.90, atom 4 (Li): 0.88, atom 5 (Li): 0.88, atom 6 (P): -0.24, atom 7 (O): -0.59, atom 8 (O): -0.55, atom 9 (O): -0.55, atom 10 (O): -0.57, atom 11 (O): 0.07, atom 12 (C): -0.92, atom 13 (O): -0.10, atom 14 (O): -0.11, atom 15 (H): 0.09, atom 16 (C): -0.16, atom 17 (C): -0.17, atom 18 (C): -0.21, atom 19 (O): -0.13, atom 20 (C): -0.22, atom 21 (H): 0.11, atom 22 (H): 0.11, atom 23 (H): 0.11, atom 24 (H): 0.11, atom 25 (H): 0.11, atom 26 (H): 0.12, atom 27 (H): 0.12, atom 28 (H): 0.11, atom 29 (C): -0.17, atom 30 (C): -0.18, atom 31 (C): -0.18, atom 32 (O): -0.15, atom 33 (C): -0.20, atom 34 (H): 0.11, atom 35 (H): 0.11, atom 36 (H): 0.11, atom 37 (H): 0.11, atom 38 (H): 0.11, atom 39 (H): 0.11, atom 40 (H): 0.11, atom 41 (H): 0.11, atom 42 (C): -0.15, atom 43 (C): -0.19, atom 44 (C): -0.22, atom 45 (O): -0.16, atom 46 (C): -0.19, atom 47 (H): 0.11, atom 48 (H): 0.11, atom 49 (H): 0.11, atom 50 (H): 0.11, atom 51 (H): 0.11, atom 52 (H): 0.11, atom 53 (H): 0.12, atom 54 (H): 0.12, atom 55 (C): -0.16, atom 56 (C): -0.15, atom 57 (C): -0.20, atom 58 (O): -0.17, atom 59 (C): -0.20, atom 60 (H): 0.11, atom 61 (H): 0.11, atom 62 (H): 0.11, atom 63 (H): 0.11, atom 64 (H): 0.12, atom 65 (H): 0.12, atom 66 (H): 0.12, atom 67 (H): 0.11, atom 68 (C): -0.18, atom 69 (C): -0.15, atom 70 (C): -0.19, atom 71 (O): -0.13, atom 72 (C): -0.25, atom 73 (H): 0.11, atom 74 (H): 0.12, atom 75 (H): 0.11, atom 76 (H): 0.11, atom 77 (H): 0.12, atom 78 (H): 0.11, atom 79 (H): 0.12, atom 80 (H): 0.11, atom 81 (C): -0.17, atom 82 (C): -0.17, atom 83 (C): -0.17, atom 84 (O): -0.17, atom 85 (C): -0.23, atom 86 (H): 0.12, atom 87 (H): 0.11, atom 88 (H): 0.11, atom 89 (H): 0.12, atom 90 (H): 0.12, atom 91 (H): 0.12, atom 92 (H): 0.12, atom 93 (H): 0.12, atom 94 (C): -0.20, atom 95 (C): -0.15, atom 96 (C): -0.18, atom 97 (O): -0.16, atom 98 (C): -0.22, atom 99 (H): 0.11